Entry from the OMol25 dataset: a cluster of 15 separate species, C70H90N10O10 in total at a distorted geometry (ωB97M-V with the def2-TZVPD basis set).

Its spin multiplicity is 1. As for the HOMO energy: -9.4 eV. As for the relative energy (zero: lowest compared OMol25 entry of this formula, charge and spin): 0.0 kcal per mole. For the HOMO-LUMO gap, the calculation gives 0.36478 Ha. As for the net charge: 0.

Each line ends with the Löwdin charge.
CARTESIAN COORDINATES (ANGSTROEM)
O -1.68374 5.53140 2.50505  0.11
C -1.51667 4.51348 1.90069  -0.59
O -1.29820 3.32204 2.38242  -0.01
C -1.03891 3.14651 3.75898  -0.22
C -2.26729 2.89945 4.60937  -0.05
C -1.45526 4.47861 0.39791  0.03
H -0.49821 4.02249 4.11733  0.13
H -0.33779 2.32996 3.93162  0.09
H -2.83558 3.82704 4.67808  0.08
H -1.98817 2.63033 5.62807  0.08
H -2.76733 1.99726 4.25705  0.05
H -0.72984 3.76900 0.00001  0.08
H -1.37168 5.48310 -0.01696  0.09
H -2.39955 4.09942 0.00720  0.08
O -2.06131 -4.87054 -2.48324  0.09
C -1.33514 -4.29841 -1.69725  -0.46
O -0.40259 -5.01387 -0.95303  -0.05
C -0.29254 -6.40667 -1.10517  -0.25
C 0.50965 -6.87011 0.09659  -0.06
C -1.32200 -2.82264 -1.37985  0.03
H 0.26264 -6.75021 -1.97802  0.11
H -1.29858 -6.82110 -1.17013  0.12
H 1.50746 -6.43416 0.14581  0.06
H 0.58325 -7.95214 -0.01240  0.08
H -0.02980 -6.59627 1.00330  0.08
H -1.14516 -2.27754 -2.30706  0.06
H -0.46263 -2.58412 -0.75321  0.07
H -2.22703 -2.58016 -0.82287  0.08
O -0.59379 -3.04078 2.33485  0.06
C 0.43346 -3.67326 2.53329  -0.49
O 0.62538 -4.48696 3.61163  -0.02
C -0.44337 -4.65217 4.61031  -0.16
C -0.39161 -3.46644 5.61947  -0.06
C 1.62773 -3.60213 1.61650  0.03
H -0.24850 -5.55233 5.19327  0.11
H -1.42693 -4.71506 4.14472  0.11
H -0.79061 -3.73335 6.59807  0.07
H -0.91689 -2.56946 5.29145  0.04
H 0.65688 -3.26023 5.83448  0.08
H 1.41813 -2.91859 0.79373  0.07
H 1.85436 -4.57625 1.18313  0.07
H 2.47012 -3.23361 2.20188  0.09
O 1.91029 5.41966 -0.60444  0.09
C 1.79505 5.81736 0.52677  -0.50
O 2.29665 5.23053 1.64380  0.00
C 3.13760 4.15988 1.57290  -0.24
C 2.41733 2.87512 1.26672  -0.06
C 1.18199 7.16858 0.88925  0.03
H 3.56920 4.05977 2.56878  0.13
H 3.92378 4.30221 0.83144  0.11
H 1.49645 2.56477 1.76045  0.07
H 3.19494 2.11855 1.37167  0.06
H 2.13553 2.78795 0.21739  0.06
H 0.33970 7.43058 0.24894  0.09
H 1.99849 7.88821 0.82944  0.09
H 0.96976 7.20857 1.95764  0.08
O 1.91422 -0.28745 -0.84256  0.06
C 0.87487 0.07908 -1.38045  -0.48
O -0.28936 0.41614 -0.74428  -0.01
C -0.53371 0.24285 0.61580  -0.26
C -2.00580 0.15180 0.85884  -0.04
C 0.75636 0.13741 -2.88738  0.04
H -0.07634 1.03652 1.20656  0.10
H -0.04677 -0.67691 0.93987  0.10
H -2.28660 -0.84166 0.50916  0.06
H -2.57889 0.91181 0.32773  0.09
H -2.05421 0.30881 1.93638  0.07
H 0.73526 1.15948 -3.26559  0.08
H -0.19788 -0.31150 -3.16306  0.05
H 1.63628 -0.39229 -3.25241  0.07
N -0.66574 3.54207 -4.19222  0.05
C -0.95984 3.28625 -5.49631  -0.15
C 0.08040 3.33401 -6.40215  -0.08
C 1.40665 3.70074 -6.01087  -0.05
C 1.62827 3.98213 -4.62938  -0.07
C 0.58041 3.91475 -3.75492  -0.15
H -1.98407 3.10545 -5.78729  0.09
H -0.16422 3.00527 -7.40139  0.09
H 2.17357 3.73017 -6.77071  0.09
H 2.64502 4.18221 -4.32512  0.09
H 0.67222 4.19619 -2.71629  0.09
N 1.48001 0.89854 6.06855  0.07
C 0.38773 0.35630 5.42436  -0.14
C 0.48907 -0.22707 4.15390  -0.09
C 1.66514 -0.06036 3.42516  -0.05
C 2.72611 0.66465 4.04253  -0.08
C 2.60462 1.06598 5.31108  -0.17
H -0.53945 0.24930 5.96777  0.09
H -0.39678 -0.66180 3.71496  0.07
H 1.77132 -0.46805 2.43072  0.09
H 3.58510 0.90011 3.43173  0.09
H 3.39081 1.57556 5.84831  0.10
N -7.14288 1.99003 3.26380  0.06
C -5.93765 1.95018 2.64710  -0.15
C -5.19375 3.05468 2.22429  -0.04
C -5.84815 4.30846 2.45832  -0.08
C -7.06161 4.38032 3.05969  -0.08
C -7.70254 3.18046 3.41386  -0.15
H -5.49286 0.96607 2.63832  0.08
H -4.29255 2.89209 1.65176  0.09
H -5.43036 5.20556 2.02583  0.10
H -7.55287 5.33924 3.13405  0.10
H -8.70983 3.10493 3.79602  0.10
N -3.15037 -0.60445 4.90354  0.05
C -3.28993 -1.52030 3.93706  -0.14
C -4.57706 -2.02199 3.57292  -0.05
C -5.68447 -1.50096 4.23984  -0.07
C -5.53234 -0.53526 5.25414  -0.07
C -4.24523 -0.09022 5.54149  -0.14
H -2.33287 -1.82256 3.53823  0.06
H -4.75757 -2.78885 2.83417  0.08
H -6.67995 -1.86953 4.04091  0.11
H -6.36555 -0.09576 5.78234  0.10
H -4.07779 0.63300 6.32591  0.10
N 6.60277 3.97458 -1.92560  0.06
C 5.31387 4.17602 -1.66070  -0.16
C 4.33789 3.21029 -1.78525  -0.08
C 4.71045 1.90739 -2.12906  -0.06
C 6.06527 1.68872 -2.29113  -0.09
C 6.99410 2.72694 -2.20661  -0.14
H 5.02101 5.16319 -1.33495  0.10
H 3.28454 3.40974 -1.65461  0.08
H 3.98084 1.13843 -2.33593  0.09
H 6.46434 0.68921 -2.38122  0.10
H 8.06132 2.56405 -2.17638  0.10
N -2.31060 -1.15239 -4.17269  0.05
C -2.04369 -0.30410 -5.18697  -0.13
C -3.10105 0.29670 -5.91449  -0.08
C -4.38855 -0.17175 -5.75009  -0.08
C -4.65059 -1.13818 -4.76241  -0.06
C -3.58552 -1.59405 -3.98270  -0.11
H -0.99948 -0.04825 -5.28983  0.07
H -2.89678 0.96417 -6.73860  0.09
H -5.18800 0.31185 -6.29177  0.10
H -5.68862 -1.41660 -4.65570  0.09
H -3.63204 -2.26673 -3.13906  0.09
N 2.78500 -2.16341 -5.09886  0.05
C 1.78711 -1.64031 -5.78089  -0.17
C 1.83514 -0.38772 -6.38701  -0.06
C 3.01242 0.32068 -6.18461  -0.08
C 4.10130 -0.25152 -5.54396  -0.07
C 3.98230 -1.53304 -5.01555  -0.11
H 0.82777 -2.12535 -5.67693  0.10
H 0.94651 -0.02985 -6.88567  0.09
H 3.11135 1.32345 -6.57330  0.09
H 5.06351 0.23612 -5.59646  0.10
H 4.76433 -1.98367 -4.42245  0.10
N 7.11619 0.00967 2.13926  0.04
C 7.53707 -1.21699 2.50490  -0.15
C 6.86089 -2.40066 2.19651  -0.07
C 5.64558 -2.29365 1.52535  -0.09
C 5.22401 -1.02955 1.07389  -0.06
C 5.97964 0.14997 1.41265  -0.12
H 8.49131 -1.29714 3.00430  0.10
H 7.21269 -3.36096 2.54360  0.10
H 5.06723 -3.16493 1.25556  0.08
H 4.27666 -0.83612 0.59274  0.07
H 5.60068 1.14145 1.21326  0.09
N 4.30987 -5.99504 -1.81400  0.04
C 3.24816 -6.14432 -2.64396  -0.15
C 2.44172 -5.07173 -3.09169  -0.06
C 2.63917 -3.79917 -2.50245  -0.07
C 3.79281 -3.62058 -1.71589  -0.07
C 4.63967 -4.72190 -1.44801  -0.14
H 3.05671 -7.16328 -2.94639  0.10
H 1.56694 -5.31007 -3.67851  0.10
H 1.93111 -3.04531 -2.81349  0.08
H 4.05467 -2.70507 -1.20631  0.08
H 5.49285 -4.57167 -0.80309  0.09
N -6.61731 -1.91950 -2.05826  0.06
C -6.28891 -0.58927 -1.88165  -0.15
C -5.52710 -0.07621 -0.83689  -0.05
C -4.99346 -1.01404 0.07073  -0.10
C -5.42093 -2.31553 0.01632  -0.07
C -6.18848 -2.77528 -1.09437  -0.12
H -6.60622 0.10463 -2.64600  0.10
H -5.29022 0.97550 -0.77219  0.10
H -4.45257 -0.65860 0.93531  0.07
H -5.12422 -3.02979 0.77008  0.08
H -6.34910 -3.83432 -1.23229  0.10

Cartesian forces (eV/Å) of the 6 atoms listed first:
O -0.2 0.4 1.1
C 0.4 1.0 -1.8
O 0.2 -2.0 0.2
C 0.7 0.4 1.9
C 0.3 0.0 0.0
C -0.7 -0.2 -0.6